Entry 1:
The following is a DFT calculation (ωB97M-V with the def2-TZVPD basis set) of an isolated ion of composition C3H8NO and charge +1 in a non-equilibrium geometry.

Properties
* spin multiplicity: 3
* Kohn-Sham gap (alpha / beta): 7.39 / 10.51 eV
* <S²>: 2.006
* total charge: +1
* energy: -248.6486 a.u.
* F_max: 0.12867 hartree/bohr
* energy above the lowest of the compared OMol25 structures with the same formula, charge and spin: 0.0 kJ/mol

Cartesian coordinates (Å):
C (-1.64934, 0.42483, -0.27062)
C (1.19468, -0.61903, -0.59230)
C (-0.31221, 0.88600, 0.47886)
N (0.46660, -0.29000, 0.64456)
O (-1.90031, -0.73544, -0.44082)
H (-2.33737, 1.16197, -0.51820)
H (1.51329, 0.26188, -0.92242)
H (1.94907, -1.40105, -0.43442)
H (0.59954, -1.21248, -1.34462)
H (0.15852, 1.63777, -0.17752)
H (-0.71809, 1.21546, 1.39150)
H (-0.15935, -1.15045, 0.82225)
H (1.19497, -0.17946, 1.36375)

Atomic partial charges in e from the Mulliken method, atoms 1 to 5: -0.2754, -0.8860, -0.4134, -0.2418, -0.2625


Entry 2:
The following is a DFT calculation (ωB97M-V with the def2-TZVPD basis set) of an isolated ion of composition C3H8NO2 and charge -1 in a non-equilibrium geometry.

Properties
* Kohn-Sham gap: 7.20 eV
* structure (SMILES): N[C@@H](C[O-])CO
* total charge: -1
* energy: -324.2902 a.u.
* F_max: 0.11171 hartree/bohr
* energy above the lowest of the compared OMol25 structures with the same formula, charge and spin: 328.7 kJ/mol

Cartesian coordinates (Å):
N (1.37900, -0.06932, 0.42922)
C (0.08002, -0.25105, -0.28281)
C (-0.63160, -0.98008, 0.87285)
O (-0.54119, -0.37643, 1.98476)
C (-0.50176, 0.99491, -0.74630)
O (0.42253, 1.90059, -1.38603)
H (0.91644, 0.22019, 1.36517)
H (1.87291, -0.98772, 0.53577)
H (0.05584, -0.88582, -1.15648)
H (-1.82428, -1.09988, 0.51671)
H (-0.26052, -2.03811, 0.70932)
H (-1.14502, 0.68612, -1.57527)
H (-1.14023, 1.39193, -0.03342)
H (1.31786, 1.49466, -1.23348)

Atomic partial charges in e from the Mulliken method, atoms 1 to 5: -0.8196, 0.1620, -0.5265, -0.8064, -0.6903


Entry 3:
The following is a DFT calculation (ωB97M-V with the def2-TZVPD basis set) of a 2-piece molecular cluster, C3H8NO2 overall in a non-equilibrium geometry.

Properties
* Kohn-Sham gap: 10.27 eV
* total charge: +1
* energy: -324.0353 a.u.
* F_max: 0.03551 hartree/bohr
* energy above the lowest of the compared OMol25 structures with the same formula, charge and spin: 241.5 kJ/mol

Cartesian coordinates (Å):
O (0.28897, 0.71803, 1.54194)
C (1.13066, 0.70677, 2.39306)
O (0.98052, 0.39210, 3.68792)
H (2.10460, 1.16777, 2.19271)
H (1.42888, -0.35785, 4.05534)
C (-0.03103, -0.43473, -1.51803)
C (-0.56381, -1.31337, -0.67018)
N (-1.01558, 0.41953, -2.25315)
H (0.95935, -0.01237, -1.48965)
H (0.08686, -1.60195, 0.14412)
H (-1.58671, -1.65977, -0.72077)
H (-1.34391, 0.03312, -3.14228)
H (-0.63193, 1.31717, -2.56830)
H (-1.80687, 0.62553, -1.65271)

Atomic partial charges in e from the Mulliken method, atoms 1 to 5: -0.4048, 0.1591, -0.4249, 0.3401, 0.3486